(1)
# C4H14O2S

A 3-piece molecular cluster, C4H14O2S overall (the ωB97M-V functional and the def2-TZVPD basis, the OMol25 dataset).

Its charge is -1. Its expectation value of S² is 0.750. For the frontier orbital gap (alpha / beta), the calculation gives 1.321 / 8.530 eV. The multiplicity is 2. The calculation puts the molar mass at 126.2 g/mol. Its total energy is -19301.746 eV. The value obtained for the energy above the lowest of the compared OMol25 structures with the same formula, charge and spin is 2.6851 eV.

Each atom is followed by the atoms it is bonded to, with distances in Å.
Atoms and positions in Å:
1 C 1.19 1.65 1.55  C2 1.685, H6 1.196, H7 1.184, H8 1.070
2 C 1.23 0.31 0.52  C1 1.685, C3 1.589, H9 1.088, H10 1.109
3 C -0.16 0.06 -0.20  C2 1.589, S4 1.815, H11 1.036, H12 1.153
4 S -1.61 -0.63 0.65  C3 1.815, C5 1.911
5 C -2.65 -0.05 -0.85  S4 1.911, H13 1.143, H14 1.125, H15 1.101
6 H 0.13 2.02 1.12  C1 1.196
7 H 2.23 2.07 1.19  C1 1.184
8 H 1.13 1.29 2.55  C1 1.070
9 H 2.01 0.54 -0.20  C2 1.088
10 H 1.44 -0.66 1.03  C2 1.109
11 H -0.45 0.94 -0.65  C3 1.036
12 H -0.07 -0.68 -1.08  C3 1.153
13 H -3.76 0.18 -0.73  C5 1.143
14 H -2.38 -0.48 -1.85  C5 1.125
15 H -2.21 0.96 -0.71  C5 1.101
16 H -4.50 -2.33 -1.48  O18 0.911
17 H -3.88 -3.64 -1.14  O18 0.968
18 O -4.03 -3.01 -1.87  H16 0.911, H17 0.968
19 H 5.74 1.16 0.51  O21 0.979
20 H 5.56 -0.13 1.13  O21 0.977
21 O 5.06 0.45 0.52  H19 0.979, H20 0.977

=====

(2)
# C4H14O2S

A 3-piece molecular cluster, C4H14O2S overall (the ωB97M-V functional and the def2-TZVPD basis, the OMol25 dataset).

Its charge is 0. For the frontier orbital gap, the calculation gives 9.281 eV. The calculation puts the molar mass at 126.2 g/mol. Its total energy is -19304.501 eV. The value obtained for the energy above the lowest of the compared OMol25 structures with the same formula, charge and spin is 1.0432 eV.

Each atom is followed by the atoms it is bonded to, with distances in Å.
Atoms and positions in Å:
1 C -1.95 1.39 -0.60  C2 1.506, H6 1.106, H7 1.093, H8 1.087
2 C -1.98 -0.05 -0.16  C1 1.506, C3 1.532, H9 1.090, H10 1.105
3 C -0.64 -0.58 0.34  C2 1.532, C4 1.559, H11 1.097, H12 1.094
4 C 0.19 0.22 1.39  C3 1.559, S5 1.794, H13 1.096, H14 1.089
5 S -0.63 0.75 2.90  C4 1.794, H15 1.321
6 H -1.29 1.93 0.09  C1 1.106
7 H -1.47 1.57 -1.56  C1 1.093
8 H -2.86 1.99 -0.52  C1 1.087
9 H -2.34 -0.68 -0.98  C2 1.090
10 H -2.68 -0.16 0.69  C2 1.105
11 H -0.13 -0.61 -0.63  C3 1.097
12 H -0.64 -1.59 0.76  C3 1.094
13 H 0.63 0.95 0.71  C4 1.096
14 H 1.01 -0.44 1.65  C4 1.089
15 H 0.43 0.78 3.68  S5 1.321
16 H 3.76 -1.20 -1.96  O18 0.962
17 H 3.15 -1.45 -0.54  O18 0.986
18 O 3.14 -0.84 -1.32  H16 0.962, H17 0.986
19 H 1.94 -1.38 -5.13  O21 0.951
20 H 1.70 -1.46 -3.68  O21 0.968
21 O 1.26 -1.18 -4.50  H19 0.951, H20 0.968

=====

(3)
# C4H14O2S2

A 3-piece molecular cluster, C4H14O2S2 overall (the ωB97M-V functional and the def2-TZVPD basis, the OMol25 dataset).

Its charge is 0. For the frontier orbital gap, the calculation gives 9.211 eV. The calculation puts the molar mass at 158.3 g/mol. Its total energy is -30140.528 eV. The value obtained for the energy above the lowest of the compared OMol25 structures with the same formula, charge and spin is 0.1687 eV.

Each atom is followed by the atoms it is bonded to, with distances in Å.
Atoms and positions in Å:
1 C -2.77 0.81 0.28  C2 1.531, H7 1.096, H8 1.097, H9 1.078
2 C -2.41 1.23 1.71  C1 1.531, S3 1.794, H10 1.103, H11 1.085
3 S -0.72 1.79 1.93  C2 1.794, S4 2.058
4 S 0.44 0.17 1.39  S3 2.058, C5 1.819
5 C 0.76 0.47 -0.38  S4 1.819, C6 1.513, H12 1.090, H13 1.099
6 C 1.22 1.84 -0.82  C5 1.513, H14 1.083, H15 1.076, H16 1.094
7 H -3.78 0.37 0.23  C1 1.096
8 H -2.73 1.62 -0.45  C1 1.097
9 H -2.07 0.04 0.01  C1 1.078
10 H -2.97 2.13 2.00  C2 1.103
11 H -2.72 0.45 2.40  C2 1.085
12 H -0.15 0.16 -0.89  C5 1.090
13 H 1.51 -0.29 -0.66  C5 1.099
14 H 2.18 1.88 -1.33  C6 1.083
15 H 0.49 2.36 -1.41  C6 1.076
16 H 1.34 2.48 0.06  C6 1.094
17 H -1.99 -2.47 0.00  O19 0.961
18 H -2.22 -3.08 -1.44  O19 0.961
19 O -2.37 -2.32 -0.87  H17 0.961, H18 0.961
20 H 5.56 -3.28 -0.76  O22 0.964
21 H 6.87 -3.06 -0.07  O22 0.968
22 O 6.51 -3.31 -0.93  H20 0.964, H21 0.968